# 1
C28H36CaF12MnN3O24S4 | ωB97M-V with the def2-TZVPD basis set

Calculated values
Largest force on an atom, hartree/bohr: 0.054
Calculated total energy, Eh: -7678.2572
Kohn-Sham gap (spin up / spin down), eV: 6.37 / 6.35
Multiplicity: 6
HOMO (spin up / spin down), hartree: -0.38979 / -0.38979
Charge: +1

The geometry in XYZ format:
```
109
Properties=species:S:1:pos:R:3:forces:R:3
Ca -2.591 0.977 -1.517 0.1 -0.8 1.0
Mn -2.708 -2.561 -3.105 0.2 0.9 0.4
C -2.682 -3.621 -6.854 0.0 0.6 0.1
F -3.528 -2.603 -7.029 0.1 -0.1 -0.1
F -3.362 -4.625 -6.331 0.1 -0.1 -0.2
F -2.121 -3.944 -7.995 -0.1 -0.2 0.0
S -1.329 -3.021 -5.674 -0.5 -0.1 0.8
O -0.070 -3.321 -6.227 0.4 -0.3 -0.3
O -1.649 -1.644 -5.360 -0.6 -0.1 0.7
N -1.700 -3.829 -4.259 0.8 0.0 -2.0
S -1.261 -5.396 -4.168 -0.5 -1.5 0.4
O -2.123 -5.961 -3.181 0.0 0.3 0.6
O -1.134 -6.085 -5.408 0.2 0.8 -0.3
C 0.454 -5.361 -3.445 -0.3 0.8 -0.1
F 0.942 -6.575 -3.423 0.0 -0.3 0.2
F 1.249 -4.572 -4.157 -0.1 -0.1 0.1
F 0.357 -4.862 -2.203 0.2 -0.2 0.0
C 0.662 -1.725 0.127 0.0 0.4 0.1
F -0.234 -2.539 0.660 0.0 0.0 -0.1
F 0.690 -0.598 0.831 -0.1 -0.1 -0.1
F 1.844 -2.295 0.160 0.2 -0.1 -0.1
S 0.218 -1.373 -1.668 -2.0 0.2 0.6
O 1.386 -1.552 -2.422 0.7 0.1 -0.7
O -0.910 -2.250 -1.912 -0.2 -0.2 0.1
N -0.462 0.148 -1.662 2.3 -1.5 -0.3
S 0.731 1.257 -1.674 -0.5 1.9 0.3
O 0.156 2.466 -1.154 -0.8 0.0 -0.4
O 1.973 0.854 -1.147 0.8 -0.8 0.2
C 0.979 1.665 -3.455 -0.4 0.1 0.3
F 1.679 2.789 -3.497 0.1 -0.1 -0.2
F 1.574 0.713 -4.127 0.0 0.0 -0.2
F -0.247 1.904 -3.974 0.1 -0.1 -0.1
O -3.549 -1.082 -2.031 0.6 -0.1 -0.5
H -3.357 -1.483 -1.165 -0.3 0.4 0.2
C 0.715 5.362 0.261 1.0 -1.1 -1.3
C 0.493 4.834 1.661 -0.5 0.8 0.2
C 1.767 4.771 2.522 0.7 0.3 -0.6
O 1.525 5.630 3.626 -0.4 -0.2 0.2
C 0.287 6.173 3.542 0.5 -0.2 -0.2
O -0.181 6.907 4.343 -0.2 0.1 0.2
O -0.323 5.771 2.406 -0.3 -0.2 0.0
H 1.683 4.941 -0.054 0.1 0.4 0.1
H 0.741 6.435 0.096 0.0 0.1 0.6
H 0.108 4.921 -0.533 -0.7 0.1 0.5
H -0.087 3.916 1.620 0.3 -0.2 0.1
H 2.612 5.188 1.966 -0.1 0.0 0.0
H 2.099 3.788 2.853 -0.5 -0.1 0.2
C -5.053 3.181 3.634 -1.3 -0.5 -0.7
C -4.416 3.189 2.271 1.6 0.6 0.8
C -3.431 4.353 2.043 -0.7 -0.3 -0.4
O -2.455 3.719 1.180 0.2 0.1 -0.2
C -2.505 2.399 1.333 -0.3 0.2 0.5
O -1.752 1.640 0.750 -0.9 0.2 -0.2
O -3.488 2.045 2.169 0.1 -0.1 -0.7
H -5.876 3.899 3.642 0.3 0.3 0.2
H -4.345 3.343 4.438 0.1 0.1 0.0
H -5.583 2.237 3.787 0.3 -0.1 0.1
H -5.064 3.143 1.396 -0.4 -0.2 0.3
H -2.945 4.762 2.925 0.1 -0.2 0.1
H -3.910 5.152 1.485 0.2 0.1 0.0
C 4.578 -4.041 1.754 -1.6 0.9 -0.2
C 3.917 -5.279 2.284 0.5 -0.9 -0.4
C 3.219 -6.092 1.204 -0.3 0.5 -0.4
O 3.411 -7.432 1.617 0.1 0.0 -0.4
C 4.550 -7.481 2.365 -0.6 0.0 0.4
O 5.056 -8.490 2.718 0.3 0.0 0.0
O 4.926 -6.233 2.707 0.1 0.2 0.1
H 5.204 -4.219 0.884 0.5 -0.3 0.4
H 4.987 -3.402 2.532 0.5 -0.2 -0.1
H 3.760 -3.437 1.328 0.0 0.0 0.2
H 3.235 -5.137 3.124 0.2 0.4 0.1
H 3.671 -5.879 0.227 0.2 -0.4 0.1
H 2.156 -5.885 1.083 0.0 -0.1 0.3
C -1.597 -4.232 3.037 0.4 -0.5 1.1
C -2.898 -3.587 2.670 0.0 1.0 0.5
C -3.351 -2.467 3.646 -0.1 -0.9 0.3
O -3.531 -1.317 2.820 -0.1 0.3 0.0
C -3.151 -1.588 1.579 0.5 -0.6 0.1
O -3.131 -0.795 0.675 -0.2 0.4 -0.4
O -2.741 -2.846 1.434 -0.5 0.0 -0.1
H -0.917 -3.574 3.588 -0.1 0.4 -0.5
H -1.057 -4.660 2.198 -0.2 -0.1 -0.1
H -1.774 -5.001 3.798 -0.2 -0.2 -0.4
H -3.735 -4.274 2.571 0.2 -0.3 -0.4
H -2.632 -2.266 4.439 0.2 0.2 -0.2
H -4.284 -2.746 4.133 -0.2 0.3 -0.1
C 2.916 6.305 -3.279 0.8 1.1 0.6
C 2.029 6.778 -4.402 -0.1 -0.3 -0.1
C 1.698 5.786 -5.502 0.3 -0.1 -0.3
O 0.411 6.221 -5.948 0.0 0.0 0.5
C -0.173 6.918 -4.928 0.2 -0.4 -0.4
O -1.293 7.300 -4.952 -0.2 0.1 0.2
O 0.704 7.075 -3.912 0.0 0.3 0.0
H 2.379 5.968 -2.395 -0.2 -0.5 -0.3
H 3.465 7.181 -2.912 -0.1 -0.1 0.0
H 3.714 5.632 -3.588 -0.3 -0.4 -0.1
H 2.442 7.699 -4.817 -0.1 0.0 -0.2
H 1.670 4.757 -5.131 -0.3 0.1 0.1
H 2.368 5.800 -6.360 0.1 0.2 0.1
N 0.811 -1.048 5.158 0.3 -0.5 0.0
C 1.560 -0.973 4.009 -0.9 0.7 -0.6
C 2.854 -1.272 4.289 0.2 -0.4 1.1
C 2.862 -1.677 5.667 0.4 0.3 0.0
C 1.613 -1.493 6.175 -0.1 0.3 0.1
H -0.182 -0.944 5.240 0.0 0.2 -0.2
H 1.069 -0.685 3.095 0.2 0.2 0.0
H 3.752 -1.077 3.730 -0.2 -0.4 -0.5
H 3.707 -2.031 6.235 0.1 0.2 0.0
H 1.264 -1.456 7.194 0.0 -0.4 0.0
```
Positions in Å, forces in eV/Å.

***

# 2
C28H36CoN9O4S | ωB97M-V with the def2-TZVPD basis set

Calculated values
Largest force on an atom, hartree/bohr: 0.011
Calculated total energy, Eh: -3663.2870
Relative energy (zero: lowest compared OMol25 entry of this formula, charge and spin), kcal per mole: 0.00
Kohn-Sham gap (spin up / spin down), eV: 4.67 / 7.60
Multiplicity: 5
HOMO (spin up / spin down), hartree: -0.17803 / -0.28624

The geometry in XYZ format:
```
79
Properties=species:S:1:pos:R:3:forces:R:3
Co -0.128 0.268 -0.342 -0.1 0.4 -0.1
C 4.813 0.986 -1.304 -0.1 0.0 -0.1
N 3.668 0.247 -1.839 0.1 0.1 0.1
C 3.884 -1.174 -2.127 0.0 0.0 0.0
C 2.405 0.684 -1.646 0.2 0.2 -0.2
N 1.336 -0.024 -1.720 -0.3 -0.3 0.1
N 2.318 2.071 -1.422 0.0 -0.2 0.2
C 1.250 2.810 -0.982 -0.1 0.0 0.0
N 1.487 4.159 -0.969 0.0 0.0 -0.1
N 0.122 2.289 -0.651 0.1 -0.1 0.0
H 5.612 0.278 -1.108 0.0 0.0 0.0
H 4.573 1.469 -0.355 0.0 0.0 0.0
H 5.195 1.729 -2.011 0.0 0.0 0.0
H 4.882 -1.292 -2.540 0.0 0.0 0.0
H 3.165 -1.546 -2.854 0.0 0.0 0.0
H 3.795 -1.778 -1.219 0.0 0.0 0.0
H 1.473 -1.011 -1.999 0.1 -0.2 0.0
H 3.149 2.593 -1.634 0.0 0.0 0.0
H 2.435 4.492 -0.956 0.0 0.0 0.0
H 0.838 4.721 -0.447 0.0 0.0 0.0
H -0.544 2.982 -0.339 0.0 0.0 0.0
C -2.477 -1.055 -1.813 -0.1 0.0 0.0
H -3.497 -1.251 -2.162 0.0 0.0 0.0
H -2.244 -1.716 -0.982 0.0 0.0 0.0
H -1.778 -1.267 -2.618 0.0 0.0 0.0
O -1.235 -1.991 2.860 -0.1 -0.1 -0.1
C -0.743 -1.897 1.743 0.5 0.2 0.2
O -0.862 -0.816 1.024 -0.4 -0.2 -0.1
C 0.120 -2.999 1.183 -0.1 0.0 -0.1
C 0.542 -4.047 2.001 0.0 0.0 0.1
C 1.424 -4.995 1.486 0.0 0.0 0.1
C 1.892 -4.922 0.186 0.1 0.0 -0.1
C 1.442 -3.887 -0.650 -0.1 0.0 0.1
C 0.545 -2.948 -0.133 -0.1 0.0 0.2
N 1.885 -3.752 -1.954 0.0 0.2 -0.1
O 1.381 -2.786 -2.677 0.0 0.1 0.1
O 2.799 -4.509 -2.399 -0.1 0.1 0.0
H 0.185 -4.095 3.022 0.0 0.0 0.0
H 1.760 -5.804 2.124 0.0 0.0 0.0
H 2.595 -5.638 -0.215 0.0 0.0 0.0
H 0.184 -2.191 -0.798 -0.1 0.1 -0.2
C 2.609 -0.813 4.254 0.0 -0.1 0.0
N 1.333 -0.173 4.052 0.0 0.1 -0.1
C 0.277 -0.250 5.057 0.0 -0.1 0.0
C -0.866 0.555 4.424 0.0 0.1 -0.1
N -0.234 1.112 3.224 0.0 0.1 0.1
C 0.975 0.557 2.991 0.0 -0.2 0.2
S 1.894 0.753 1.586 0.1 0.0 -0.1
H 2.506 -1.900 4.232 0.0 0.0 0.0
H 3.023 -0.514 5.219 0.0 0.0 0.0
H 3.282 -0.510 3.458 0.0 0.0 0.0
H 0.625 0.169 6.004 0.0 0.0 0.0
H -0.014 -1.289 5.212 0.1 0.0 0.0
H -1.232 1.353 5.068 0.1 0.0 0.0
H -1.686 -0.101 4.141 0.0 0.0 0.0
H -0.813 1.335 2.431 0.0 -0.1 -0.1
C -2.529 2.759 -4.884 0.0 0.0 0.0
C -3.640 2.636 -4.061 0.0 0.0 0.0
C -3.576 1.866 -2.909 0.0 0.0 0.1
C -2.392 1.225 -2.564 -0.1 0.0 -0.1
C -1.284 1.334 -3.395 0.0 0.0 0.0
C -1.354 2.099 -4.550 0.0 0.0 0.0
N -2.313 0.357 -1.403 0.4 -0.1 0.1
C -3.058 0.771 -0.251 -0.2 0.1 0.0
C -3.074 2.119 0.123 0.1 0.0 0.0
C -3.687 2.525 1.298 0.0 0.0 0.0
C -4.306 1.598 2.125 0.0 0.0 0.0
C -4.319 0.265 1.742 0.0 0.0 0.0
C -3.714 -0.145 0.564 0.0 -0.1 -0.1
H -2.583 3.353 -5.787 0.0 0.0 0.0
H -4.566 3.133 -4.323 0.0 0.0 0.0
H -4.448 1.768 -2.274 0.0 0.0 0.0
H -0.372 0.809 -3.134 0.0 0.0 0.0
H -0.485 2.180 -5.192 0.0 0.0 0.0
H -2.627 2.861 -0.526 0.0 0.0 0.0
H -3.690 3.577 1.558 0.0 0.0 0.0
H -4.779 1.909 3.048 0.0 0.0 0.0
H -4.793 -0.478 2.370 0.0 0.0 0.0
H -3.737 -1.193 0.307 0.0 0.0 0.0
```
Positions in Å, forces in eV/Å.

***

# 3
C28H36FIN3O2SSb2Zn | ωB97M-V with the def2-TZVPD basis set

Calculated values
Largest force on an atom, hartree/bohr: 0.016
Calculated total energy, Eh: -4458.8701
Kohn-Sham gap, eV: 4.00
Multiplicity: 1
HOMO, hartree: -0.07994
Charge: -1

The geometry in XYZ format:
```
75
Properties=species:S:1:pos:R:3:forces:R:3
Zn -0.882 0.172 1.684 0.1 0.4 0.1
C 3.849 -0.752 1.456 0.0 0.1 0.0
Sb 2.610 -0.754 -0.278 -0.3 0.1 -0.3
C 4.052 -1.828 -1.485 -0.1 0.0 0.0
C 3.882 1.650 -1.255 0.0 -0.3 0.1
C 4.229 2.478 -0.176 0.2 0.3 0.2
C 5.369 2.209 0.635 0.0 0.0 -0.1
C 5.700 2.966 1.731 0.1 0.0 0.1
C 4.930 4.070 2.106 0.0 0.0 0.0
C 3.829 4.377 1.319 0.0 0.1 0.1
C 3.473 3.631 0.206 0.0 -0.1 0.0
C 2.283 4.012 -0.594 -0.1 -0.1 -0.1
Sb 0.563 2.748 -0.202 -0.2 0.0 0.0
C 0.411 3.381 1.840 0.0 0.0 -0.1
C -0.845 4.244 -0.912 0.1 0.0 0.0
H 4.854 -0.467 1.156 0.0 0.0 0.0
H 3.862 -1.748 1.899 0.0 0.0 0.0
H 3.468 -0.027 2.168 0.0 0.0 0.1
H 4.925 -1.194 -1.611 0.1 0.0 0.0
H 3.643 -2.058 -2.468 0.0 0.0 0.0
H 4.346 -2.754 -0.994 0.0 -0.1 0.0
H 3.144 1.963 -1.979 -0.1 0.0 -0.1
H 4.627 0.952 -1.614 0.1 0.0 -0.1
H 5.990 1.361 0.368 0.0 0.0 0.0
H 6.577 2.699 2.311 0.0 0.0 0.0
H 5.188 4.672 2.967 0.0 0.0 0.0
H 3.221 5.242 1.569 0.0 0.0 0.0
H 2.480 3.940 -1.665 0.0 0.1 -0.1
H 1.933 5.020 -0.364 0.0 0.0 0.0
H 0.639 4.446 1.887 0.0 0.0 0.0
H 1.133 2.827 2.431 0.0 -0.1 0.0
H -0.594 3.199 2.219 0.0 0.0 0.0
H -0.687 5.186 -0.388 0.0 0.1 0.0
H -1.863 3.902 -0.733 -0.1 0.0 0.0
H -0.716 4.408 -1.981 0.0 0.0 -0.1
C -2.627 -4.357 1.733 0.0 -0.1 0.1
N -2.351 -3.335 0.735 -0.2 0.0 -0.4
C -2.741 -3.491 -0.567 0.1 0.1 0.1
C -2.493 -2.566 -1.521 0.0 -0.1 0.3
C -1.749 -1.411 -1.109 0.4 0.1 0.0
N -1.374 -1.283 0.151 -0.2 0.2 -0.3
C -1.696 -2.182 1.112 0.1 -0.1 -0.8
O -1.392 -1.941 2.272 -0.1 0.0 0.7
N -1.342 -0.477 -1.982 -0.3 -0.1 0.4
H -3.673 -4.656 1.669 0.0 0.0 0.0
H -2.425 -3.928 2.710 0.0 0.0 -0.1
H -1.976 -5.218 1.575 0.0 0.0 0.0
H -3.259 -4.413 -0.787 0.0 0.0 0.0
H -2.797 -2.715 -2.543 0.0 0.0 0.0
H -1.788 -0.386 -2.876 0.1 -0.1 -0.1
H -0.849 0.329 -1.610 0.1 0.0 0.0
I 2.524 -4.486 0.814 0.0 -0.1 0.0
C 1.531 -2.622 0.337 0.1 -0.1 0.0
H 0.815 -2.904 -0.435 0.0 0.0 0.0
H 0.991 -2.375 1.248 0.0 0.0 0.1
F 0.917 0.265 1.930 0.0 -0.1 0.2
C -10.092 3.642 -3.054 0.0 0.0 0.0
C -8.835 3.256 -2.311 0.1 0.0 0.0
O -7.936 2.636 -2.809 -0.1 0.1 0.1
S -8.853 3.805 -0.611 0.0 0.0 0.0
C -7.315 3.153 -0.030 0.0 0.0 0.0
C -7.279 1.922 0.613 -0.1 0.0 0.0
C -6.077 1.413 1.065 0.0 0.0 0.0
C -4.888 2.122 0.883 0.0 0.0 0.0
C -4.939 3.366 0.247 0.0 0.0 0.0
C -6.141 3.876 -0.206 0.0 0.0 0.0
C -3.638 1.583 1.317 0.0 0.2 0.1
C -2.560 1.170 1.690 0.2 -0.3 -0.1
H -9.818 3.988 -4.048 0.0 0.0 0.0
H -10.664 4.407 -2.532 0.0 0.0 0.0
H -10.710 2.749 -3.159 0.0 0.0 0.0
H -8.195 1.366 0.754 0.0 0.0 0.0
H -6.042 0.455 1.566 0.0 0.0 0.0
H -4.023 3.923 0.111 0.0 0.0 0.0
H -6.171 4.837 -0.700 0.0 0.0 0.0
```
Positions in Å, forces in eV/Å.